Computed, not measured: C22H43O10Rb as an isolated structure, with ωB97M-V with the def2-TZVPD basis set.

Results
total energy = -1640.4206 hartree
M = 553.044 u
HOMO energy = -5.87 eV
lowest unoccupied orbital energy = -2.046 eV
energy above the lowest of the compared OMol25 structures with the same formula, charge and spin = 4.400 eV

Last column: Löwdin charge in e.
Element x y z (Å)
Rb  5.4646  -5.8005  -3.2834  0.96
O  2.0781  0.1701  -0.5301  0.06
C  2.5760  -0.9660  -1.0067  -0.94
O  2.6092  -1.9331  -0.2464  -0.08
O  3.0742  -1.0664  -2.1478  -0.10
H  1.9788  -0.1139  0.3816  0.09
C  -6.9533  4.1964  2.9736  -0.03
C  -6.3414  2.8598  2.7598  -0.49
O  -6.9965  1.8359  2.9370  0.05
C  -4.8965  2.7647  2.3197  -0.02
H  -6.1199  4.8720  3.1661  0.07
H  -7.5374  4.1685  3.8935  0.09
H  -7.4759  4.5941  2.1037  0.09
H  -4.4486  1.7915  2.5209  0.08
H  -4.3304  3.4929  2.9005  0.07
H  -4.7489  3.0486  1.2777  0.09
C  -2.8617  -4.5696  3.4421  -0.03
C  -2.9727  -6.0003  3.7971  -0.49
O  -2.0117  -6.7577  3.8739  0.05
C  -4.3914  -6.5259  4.0512  -0.03
H  -1.8373  -4.3525  3.1396  0.09
H  -3.1291  -3.9890  4.3250  0.09
H  -3.4824  -4.2723  2.5969  0.09
H  -4.9661  -6.5095  3.1251  0.08
H  -4.9603  -6.0675  4.8601  0.08
H  -4.2621  -7.5292  4.4571  0.07
C  -1.1294  -10.3005  -3.9975  -0.02
C  -0.8935  -8.8082  -3.7381  -0.47
O  0.0958  -8.2915  -4.2623  0.02
C  -1.7191  -8.0564  -2.7453  -0.02
H  -0.1889  -10.8336  -4.1365  0.08
H  -1.7221  -10.4164  -4.9049  0.08
H  -1.7170  -10.6831  -3.1630  0.07
H  -1.1210  -7.2800  -2.2683  0.09
H  -2.1771  -8.7436  -2.0339  0.08
H  -2.5813  -7.6500  -3.2740  0.09
C  -0.0630  1.2239  7.7327  -0.03
C  1.2956  0.6170  7.5226  -0.45
O  1.5349  -0.2297  6.6263  0.02
C  2.5016  1.1531  8.3269  -0.03
H  -0.0700  2.0834  8.4030  0.08
H  -0.7284  0.4160  8.0371  0.09
H  -0.3369  1.5073  6.7165  0.09
H  2.7884  2.1664  8.0456  0.08
H  3.3415  0.5201  8.0405  0.08
H  2.2526  1.1377  9.3880  0.08
C  1.0207  3.1271  -6.9030  -0.03
C  -0.4859  3.3036  -6.5643  -0.42
O  -1.2623  3.8520  -7.3740  0.01
C  -1.0026  2.5176  -5.3048  -0.02
H  1.4944  4.0600  -7.2087  0.08
H  0.9922  2.4946  -7.7903  0.08
H  1.4712  2.6589  -6.0278  0.07
H  -0.5160  2.9875  -4.4501  0.08
H  -0.5842  1.5114  -5.3313  0.08
H  -2.0908  2.5094  -5.2423  0.07
C  0.3368  9.2253  5.2784  -0.03
C  0.0205  7.7736  4.9475  -0.47
O  -1.0375  7.3130  5.3820  0.04
C  0.9622  7.0370  4.0233  -0.02
H  -0.5521  9.8344  5.4422  0.08
H  0.9389  9.6778  4.4904  0.07
H  0.9481  9.3277  6.1750  0.08
H  1.7619  6.5760  4.6030  0.09
H  1.3554  7.7099  3.2613  0.08
H  0.3672  6.3258  3.4502  0.08
C  8.1661  1.1137  -8.0752  -0.03
C  7.2803  0.6739  -9.1951  -0.49
O  7.3347  1.2191  -10.2840  0.06
C  6.4887  -0.6067  -8.9776  -0.03
H  9.2142  1.0545  -8.3687  0.09
H  8.1514  0.4600  -7.2031  0.07
H  8.0432  2.1629  -7.8066  0.09
H  5.6864  -0.7115  -9.7080  0.08
H  5.9476  -0.6047  -8.0314  0.08
H  7.1296  -1.4571  -9.2105  0.09



Computed, not measured: one molecule with the formula C22H44ClIO4, with ωB97M-V with the def2-TZVPD basis set.

Results
SMILES = COCCCCCCCCCC[C@@](C[C@@H](C)I)(OC)[C@H](Cl)O[C@@H](C)CCCO
total energy = -1923.4395 hartree
M = 534.947 u
HOMO energy = -9.33 eV
lowest unoccupied orbital energy = 0.585 eV

Last column: Löwdin charge in e.
Element x y z (Å)
C  -5.6138  4.8121  0.7344  -0.12
O  -4.8033  3.7772  0.2381  -0.21
C  -3.4225  4.0196  0.4100  -0.23
C  -2.5814  3.2416  -0.6229  -0.16
C  -3.3402  2.7624  -1.8730  -0.20
C  -3.6875  1.2655  -1.8572  -0.19
C  -2.6717  0.3159  -2.5243  -0.20
C  -1.2124  0.7829  -2.5351  -0.23
C  -0.2364  -0.3364  -2.9107  -0.19
C  -0.2222  -1.5400  -1.9567  -0.20
C  -0.3047  -1.1584  -0.4794  -0.18
C  -0.2583  -2.3710  0.4770  -0.10
C  1.0625  -2.5990  1.2327  -0.47
C  1.3821  -1.4255  2.1626  -0.20
C  0.5958  -1.5086  3.4854  -0.74
C  1.3395  -2.2183  4.6172  -0.15
I  0.0809  0.5004  4.0914  0.82
O  1.0403  -3.7816  2.0329  -0.20
C  -0.1175  -4.5844  2.1358  -0.09
C  2.1950  -2.8016  0.1866  -0.58
Cl  3.5681  -3.7158  0.8776  0.75
O  2.5730  -1.5975  -0.4227  -0.15
C  3.9191  -1.0993  -0.4780  -0.40
C  4.7281  -1.9189  -1.4871  -0.06
C  3.8164  0.3608  -0.9182  -0.14
C  3.3385  1.3645  0.1387  -0.15
C  2.3694  2.4364  -0.3924  -0.26
O  1.3907  2.8464  0.5479  -0.08
H  -5.4524  5.7422  0.1735  0.09
H  -5.4251  5.0094  1.7995  0.09
H  -6.6507  4.4976  0.6136  0.09
H  -3.1342  3.7137  1.4261  0.12
H  -3.2212  5.0979  0.3359  0.12
H  -1.7393  3.8789  -0.9145  0.11
H  -2.1301  2.3790  -0.1176  0.09
H  -2.7408  2.9960  -2.7611  0.10
H  -4.2662  3.3306  -1.9717  0.10
H  -4.6626  1.1222  -2.3364  0.11
H  -3.8321  0.9648  -0.8118  0.11
H  -2.9788  0.1170  -3.5600  0.11
H  -2.7382  -0.6523  -2.0134  0.10
H  -1.1037  1.5869  -3.2737  0.11
H  -0.9270  1.2293  -1.5748  0.09
H  0.7795  0.0692  -2.9759  0.10
H  -0.4926  -0.6874  -3.9193  0.11
H  0.7157  -2.0874  -2.1170  0.10
H  -1.0322  -2.2376  -2.1987  0.11
H  -1.2459  -0.6270  -0.2944  0.11
H  0.4998  -0.4505  -0.2573  0.10
H  -0.5047  -3.2718  -0.0972  0.12
H  -1.0450  -2.2368  1.2275  0.12
H  2.4543  -1.4453  2.3976  0.12
H  1.1609  -0.4949  1.6470  0.05
H  -0.3632  -1.9979  3.3134  0.06
H  1.1272  -3.2913  4.5838  0.08
H  1.0401  -1.8520  5.6011  0.05
H  2.4180  -2.0817  4.5156  0.08
H  -0.3986  -5.0414  1.1808  0.09
H  0.1400  -5.3847  2.8323  0.10
H  -0.9795  -4.0408  2.5410  0.09
H  1.7966  -3.4417  -0.6102  0.12
H  4.3879  -1.1552  0.5113  0.13
H  4.0780  -2.2010  -2.3196  0.09
H  5.5662  -1.3318  -1.8731  0.08
H  5.1291  -2.8328  -1.0474  0.04
H  4.8130  0.6579  -1.2633  0.12
H  3.1619  0.3847  -1.7986  0.11
H  2.8682  0.8601  0.9872  0.10
H  4.2239  1.8688  0.5435  0.12
H  1.8942  2.0828  -1.3204  0.10
H  2.9097  3.3547  -0.6383  0.12
H  0.9725  2.0701  0.9239  0.05



Computed, not measured: a 3-piece molecular cluster, C22H44ClN9O5S overall, with ωB97M-V with the def2-TZVPD basis set.

Results
SMILES = [H]/N=C(\N)NCCCC[C@@](C#N)(CCCCS(=O)(=O)Cl)[C@H](C#N)CCCCCOCC.NC(N)=O.NC(N)=O
total energy = -2592.1069 hartree
M = 582.172 u
HOMO energy = -9.09 eV
lowest unoccupied orbital energy = 0.215 eV

Last column: Löwdin charge in e.
Element x y z (Å)
C  1.9526  -3.7578  5.2446  -0.07
C  1.9552  -3.3633  3.7829  -0.30
O  2.9145  -4.1435  3.0952  -0.14
C  2.8185  -4.1625  1.6864  -0.23
C  2.4297  -2.8481  1.0345  -0.20
C  2.7023  -2.8499  -0.4834  -0.18
C  3.2638  -1.5294  -1.0293  -0.19
C  2.2110  -0.5537  -1.5464  -0.16
C  1.2332  -0.0383  -0.4845  -0.21
C  1.9667  0.3727  0.7160  -0.22
N  2.5132  0.6421  1.6835  0.22
C  0.1783  1.0231  -0.9896  -0.33
C  -0.2355  1.8182  0.1719  -0.21
N  -0.5600  2.4386  1.0818  0.23
C  0.6482  2.0314  -2.0791  -0.12
C  1.3090  3.3255  -1.6010  -0.20
C  2.6062  3.1606  -0.8090  -0.19
C  3.4050  4.4712  -0.7453  -0.21
N  3.0418  5.3030  0.4194  0.02
C  3.6964  4.9149  1.6090  -0.56
N  4.4909  3.9248  1.6612  0.13
N  3.4197  5.7647  2.7054  0.10
C  -1.0400  0.2333  -1.5732  -0.12
C  -2.4224  0.6400  -1.0632  -0.19
C  -2.8087  0.0114  0.2864  -0.22
C  -4.3211  -0.2452  0.3579  -0.28
S  -4.9680  -0.0417  2.0015  0.34
O  -3.9324  -0.2489  2.9585  -0.32
O  -6.1829  -0.7850  2.1280  -0.35
Cl  -5.4451  1.9310  1.9981  0.42
H  1.1865  -3.1614  5.7417  0.08
H  1.7074  -4.8077  5.3766  0.08
H  2.9022  -3.5111  5.7126  0.08
H  2.2042  -2.3012  3.7180  0.12
H  0.9491  -3.5193  3.3824  0.12
H  2.1636  -4.9788  1.3560  0.13
H  3.8173  -4.4100  1.3219  0.12
H  1.3861  -2.5918  1.2163  0.10
H  3.0295  -2.0622  1.4905  0.10
H  1.7873  -3.0888  -1.0291  0.11
H  3.4121  -3.6497  -0.6960  0.10
H  3.8998  -1.7662  -1.8862  0.10
H  3.9218  -1.0389  -0.3135  0.11
H  2.7459  0.3109  -1.9407  0.11
H  1.6644  -0.9835  -2.3863  0.11
H  0.6474  -0.8980  -0.1500  0.13
H  -0.2578  2.3254  -2.6093  0.12
H  1.2903  1.5785  -2.8306  0.11
H  0.5963  3.9458  -1.0562  0.11
H  1.5519  3.8943  -2.5028  0.11
H  3.2241  2.3622  -1.2161  0.11
H  2.3657  2.9124  0.2228  0.08
H  3.1657  5.0700  -1.6259  0.10
H  4.4714  4.2870  -0.7387  0.10
H  2.0502  5.1418  0.5893  0.12
H  4.9251  3.8669  2.5773  0.05
H  2.6746  6.4163  2.4827  0.08
H  3.0802  5.1937  3.4728  0.09
H  -1.0304  0.3673  -2.6525  0.11
H  -0.9239  -0.8361  -1.4031  0.12
H  -2.5485  1.7220  -1.0351  0.12
H  -3.1406  0.2773  -1.8027  0.12
H  -2.2538  -0.9152  0.4201  0.12
H  -2.5153  0.6564  1.1105  0.08
H  -4.8346  0.4281  -0.3206  0.10
H  -4.5605  -1.2766  0.1102  0.11
C  1.7443  -0.5172  -5.6299  -0.67
O  0.7721  -0.2890  -4.9297  0.02
N  1.9206  0.0416  -6.8638  0.15
N  2.7482  -1.3565  -5.2286  0.16
H  2.7176  -0.1375  -7.4433  0.09
H  1.2050  0.6606  -7.1951  0.10
H  2.6506  -1.7873  -4.3290  0.09
H  3.5586  -1.5618  -5.7807  0.10
C  -9.8824  -1.8478  1.2352  -0.69
O  -9.8128  -1.0841  0.2873  0.02
N  -11.0433  -2.5148  1.5430  0.14
N  -8.8252  -2.1011  2.0580  0.16
H  -11.1302  -3.1465  2.3150  0.09
H  -11.8372  -2.3467  0.9556  0.10
H  -7.9564  -1.6256  1.8680  0.05
H  -8.8748  -2.7307  2.8353  0.09



- Among the records above, which one has the lowest HOMO energy?
  C22H44ClIO4



- The lowest HOMO energy belongs to which entry?
  C22H44ClIO4